#w
Computed, not measured: a cluster of 2 separate species, C2H8S2 in total, with ωB97M-V/def2-TZVPD.

Total charge: 0
LUMO energy: 0.78 eV
Gap between HOMO and LUMO: 0.3546 Ha
SMILES string: CCS.S

Last column: Mulliken charge in e.
CARTESIAN COORDINATES (ANGSTROEM)
C  -0.88712  0.38109  -1.23479  -0.991
C  -0.99312  0.56071  0.25053  -0.099
S  -2.02983  -0.58910  1.16710  -0.246
H  -0.12817  -0.31095  -1.49489  0.266
H  -1.85178  0.09386  -1.66781  0.316
H  -0.72962  1.32275  -1.75365  0.305
H  -1.31478  1.58297  0.44989  0.299
H  -0.02219  0.41736  0.72364  0.070
H  -2.88017  -1.04846  0.23921  0.090
S  3.12302  -0.72704  0.69907  -0.299
H  3.70298  0.00517  1.65458  0.143
H  4.01078  -1.68836  0.96714  0.146



#x
Computed, not measured: a cluster of 2 separate species, C2H8S2 in total, with ωB97M-V/def2-TZVPD.

Total charge: 0
LUMO energy: 0.57 eV
Gap between HOMO and LUMO: 0.3580 Ha
SMILES string: CSS.C

Last column: Mulliken charge in e.
CARTESIAN COORDINATES (ANGSTROEM)
C  2.55966  -0.37264  -0.05300  -0.737
S  1.32994  0.95590  0.09881  -0.053
S  1.12508  1.55941  -1.86823  -0.208
H  2.06076  -1.31117  -0.29415  0.263
H  3.26516  -0.09851  -0.82556  0.306
H  3.08987  -0.44377  0.89322  0.271
H  0.09556  0.75546  -2.18331  0.152
C  -2.69867  -0.20817  0.84387  -0.920
H  -2.10570  0.63205  1.18007  0.200
H  -3.61711  0.15575  0.39168  0.260
H  -2.16306  -0.79884  0.11155  0.205
H  -2.94149  -0.82546  1.70505  0.261



Best to worst by energy: #x, #w.



#w
Computed, not measured: the ion C3H7N2S3 with charge +1, with ωB97M-V/def2-TZVPD.

Total charge: +1
LUMO energy: -4.54 eV
Gap between HOMO and LUMO: 0.2757 Ha

Last column: Mulliken charge in e.
CARTESIAN COORDINATES (ANGSTROEM)
C  -2.52332  0.79825  -0.45198  -0.468
C  2.80456  -0.46620  -0.19674  0.155
C  0.42002  0.61482  0.08422  -0.196
N  2.29236  -1.27494  0.74182  -0.297
N  -2.34122  -0.63431  -0.39821  -0.503
S  2.04406  0.97351  -0.62629  0.026
S  -0.80664  1.88745  -0.36351  0.126
S  -0.18292  1.41450  1.52177  0.007
H  -3.24754  1.01450  0.32371  0.381
H  -2.74675  1.18306  -1.56174  0.359
H  3.64712  -0.73661  -0.87164  0.357
H  1.44674  -1.02285  1.26780  0.206
H  2.83766  -1.91069  1.23060  0.266
H  -1.91530  -0.91336  0.49546  0.290
H  -1.72884  -0.92711  -1.19527  0.291



#x
Computed, not measured: the ion C3H7N2S3 with charge +1, with ωB97M-V/def2-TZVPD.

Total charge: +1
LUMO energy: -4.31 eV
Gap between HOMO and LUMO: 0.3111 Ha
SMILES string: CS[C@@H]1[NH+]=CN(S)S1

Last column: Mulliken charge in e.
CARTESIAN COORDINATES (ANGSTROEM)
C  -2.77673  0.99446  0.48904  -0.728
S  -1.42920  -0.12866  0.96078  -0.012
C  -0.32730  -0.15490  -0.77159  -0.382
N  0.40681  -1.41832  -0.73172  -0.191
C  1.52209  -1.32656  -0.05402  -0.078
N  2.07756  -0.10576  0.05692  -0.064
S  3.67494  0.37429  0.71383  0.002
S  0.97822  1.06786  -0.73933  0.082
H  -3.69848  0.45898  0.07803  0.288
H  -2.20338  1.63195  -0.12206  0.263
H  -2.86774  1.51368  1.43145  0.334
H  -0.78764  -0.13005  -1.71727  0.532
H  -0.14884  -2.25205  -0.73830  0.306
H  2.06842  -2.21074  0.12292  0.444
H  3.51127  1.68584  1.02133  0.204



Best to worst by energy: #x, #w.



#w
Computed, not measured: the molecule C3H8P2, with ωB97M-V/def2-TZVPD.

Total charge: 0
LUMO energy (spin up / spin down): -1.09 / -0.77 eV
Gap between HOMO and LUMO (spin up / spin down): 0.2420 / 0.2914 Ha
SMILES string: C=[PH]=P(=C)C

Last column: Mulliken charge in e.
CARTESIAN COORDINATES (ANGSTROEM)
C  1.87907  -1.45244  -0.52496  -0.562
P  1.89691  0.08705  0.40549  -0.074
P  -0.10422  1.07283  0.41694  0.168
C  -1.05485  0.83740  1.79791  -0.646
C  -1.01601  0.25162  -0.95268  -1.183
H  1.82330  -2.19056  0.26272  0.258
H  1.23452  -1.56678  -1.47358  0.267
H  2.18175  1.07330  -0.59216  0.047
H  -2.02745  0.36029  1.81905  0.291
H  -0.79700  1.46736  2.64600  0.294
H  -1.93483  0.75350  -1.24697  0.408
H  -0.56108  -0.00041  -1.91876  0.356
H  -1.52010  -0.69315  -0.63900  0.375



#x
Computed, not measured: a cluster of 2 separate species, C3H8P2 in total, with ωB97M-V/def2-TZVPD.

Total charge: 0
LUMO energy: 0.03 eV
Gap between HOMO and LUMO: 0.3393 Ha
SMILES string: C=PC.C=P

Last column: Mulliken charge in e.
CARTESIAN COORDINATES (ANGSTROEM)
C  1.65963  -1.01405  -0.59226  -0.405
P  2.60071  -0.04635  0.40833  0.050
C  1.49789  1.39928  0.54359  -0.836
H  2.17299  -2.00330  -0.80133  0.232
H  0.62120  -0.91406  -0.64456  0.141
H  0.53489  1.13237  1.05991  0.198
H  1.33555  1.76940  -0.46422  0.283
H  1.96960  2.17217  1.20762  0.313
C  -2.17330  -0.77621  0.20531  -0.502
P  -2.58985  0.49946  -0.71909  -0.042
H  -2.70162  -1.66653  0.44434  0.301
H  -1.37147  -0.56976  0.85292  0.275
H  -3.55622  0.01760  -1.50056  -0.009



Best to worst by energy: #x, #w.



#w
Computed, not measured: the molecule CH2N4S, with ωB97M-V/def2-TZVPD.

Total charge: 0
LUMO energy: 0.52 eV
Gap between HOMO and LUMO: 0.3871 Ha
SMILES string: Sc1nnn[nH]1

Last column: Mulliken charge in e.
CARTESIAN COORDINATES (ANGSTROEM)
S  0.23561  -1.99147  -0.72437  -0.218
C  0.05991  -0.23622  -0.23787  0.476
N  -0.39968  0.73888  -0.97613  -0.281
N  -0.60632  1.76581  -0.10787  -0.197
N  -0.26297  1.46071  1.07962  -0.285
N  0.23389  0.22268  1.03083  0.079
H  0.37933  -1.65989  -1.96382  0.166
H  0.36023  -0.30049  1.89961  0.259



#x
Computed, not measured: the molecule CH2N4S, with ωB97M-V/def2-TZVPD.

Total charge: 0
LUMO energy: -0.89 eV
Gap between HOMO and LUMO: 0.3027 Ha
SMILES string: S=c1nn[nH][nH]1

Last column: Mulliken charge in e.
CARTESIAN COORDINATES (ANGSTROEM)
S  1.92725  0.00298  -0.06399  -0.299
C  0.32524  -0.00487  0.21642  0.275
N  -0.42617  -1.19852  0.10284  -0.022
N  -1.57867  -0.91267  -0.11755  -0.193
N  -1.77338  0.56670  -0.18983  -0.186
N  -0.52194  1.14615  0.12584  -0.128
H  -2.40147  0.81835  0.59501  0.284
H  -0.28489  1.95150  -0.31886  0.269



Best to worst by energy: #w, #x.



#w
Computed, not measured: a cluster of 9 separate species, C3H24NO8 in total, with ωB97M-V/def2-TZVPD.

Total charge: +1
LUMO energy: -2.33 eV
Gap between HOMO and LUMO: 0.3973 Ha

Last column: Mulliken charge in e.
CARTESIAN COORDINATES (ANGSTROEM)
C  2.77393  -2.21780  -0.25155  -1.352
C  1.55200  -1.42134  -0.53253  0.061
C  1.35421  -0.31813  0.17351  -0.468
N  0.11997  0.41068  0.14057  -0.176
H  3.35665  -1.66496  0.49556  0.190
H  2.60263  -3.18208  0.01057  0.428
H  3.44868  -2.20121  -1.15290  0.358
H  1.13043  -1.94896  -1.41877  0.536
H  2.08665  0.18387  0.91521  0.273
H  0.23159  1.42395  -0.10563  0.422
H  -0.55521  -0.03315  -0.57111  0.430
H  -0.34782  0.34932  1.09160  0.299
H  -0.91776  -3.22841  -0.60637  0.330
H  -2.10574  -3.25777  -1.75488  0.304
O  -1.37708  -2.72922  -1.28066  -0.611
H  2.39791  0.85717  -3.69096  0.324
H  1.48851  0.56278  -5.06862  0.318
O  1.50642  0.85732  -4.14341  -0.630
H  -1.35260  -2.92028  4.58844  0.341
H  -1.59623  -1.30554  5.10359  0.293
O  -1.31759  -1.92517  4.55524  -0.627
H  -2.40047  0.86746  3.18729  0.284
H  -3.21899  1.71696  2.27407  0.249
O  -2.41402  1.38885  2.41111  -0.531
H  5.08582  0.55147  0.47367  0.241
H  4.92715  -0.94465  0.46199  0.307
O  4.52292  -0.07787  0.37646  -0.565
H  -4.53583  1.57045  -1.33688  0.294
H  -4.24921  1.10775  -2.77118  0.331
O  -4.06048  1.71584  -2.07038  -0.672
H  -2.41342  1.38673  -1.76197  0.321
H  -0.79605  1.11084  -2.03047  0.292
O  -1.57563  1.01746  -1.66223  -0.610
H  0.93806  3.14251  2.13073  0.303
H  -0.63706  3.21078  2.49980  0.310
O  0.02941  2.69202  2.02847  -0.598



#x
Computed, not measured: a cluster of 8 separate species, C3H24NO8 in total, with ωB97M-V/def2-TZVPD.

Total charge: +1
LUMO energy: -2.67 eV
Gap between HOMO and LUMO: 0.4139 Ha

Last column: Mulliken charge in e.
CARTESIAN COORDINATES (ANGSTROEM)
C  0.19002  0.30486  -1.95477  -0.667
C  0.42419  -1.24600  -2.20773  -0.403
C  1.14560  -1.89150  -1.03055  -0.358
O  2.01218  -0.89125  -0.31439  -0.438
N  -0.51040  0.40010  -0.61270  0.387
H  -0.55044  0.76141  -2.74078  0.310
H  0.91281  1.12867  -2.05868  0.420
H  -0.65627  -1.64450  -2.18162  0.263
H  0.73521  -1.51202  -3.29961  0.307
H  0.46463  -2.10171  -0.19444  0.120
H  1.80579  -2.77711  -1.36536  0.330
H  2.52063  -0.47956  -1.06244  0.304
H  -1.49508  0.04721  -0.79285  0.409
H  -0.49724  1.41840  -0.37682  0.384
H  -0.19637  -0.18004  0.21581  -0.224
H  -0.75004  -2.29457  1.82669  0.232
H  0.41134  -1.55898  2.51266  0.302
O  -0.28318  -1.46205  1.85685  -0.528
H  -1.06917  1.62108  3.00840  0.269
H  -0.24718  0.71394  2.29211  0.232
O  -0.79984  1.45132  2.08150  -0.626
H  -4.36300  0.08730  -0.55761  0.312
H  -3.49544  1.07570  0.06985  0.306
O  -3.54427  0.55093  -0.71377  -0.645
H  2.16213  0.34913  1.28038  0.341
H  2.87372  -0.28040  2.58427  0.315
O  2.09606  0.23147  2.23490  -0.612
H  2.79097  3.17910  -1.27448  0.265
H  1.64995  2.24524  -0.52538  0.317
O  2.37421  2.33992  -1.11993  -0.607
H  -2.99342  -2.96098  0.03689  0.273
H  -2.49045  -4.02724  1.02043  0.248
O  -2.32071  -3.29701  0.56220  -0.525
H  0.61946  4.17956  0.51894  0.260
H  0.23274  3.18665  1.56314  0.329
O  0.84085  3.33292  0.71888  -0.604



Best to worst by energy: #x, #w.



#w
Computed, not measured: a cluster of 2 separate species, CFNO3 in total, with ωB97M-V/def2-TZVPD.

Total charge: 0
LUMO energy: -0.97 eV
Gap between HOMO and LUMO: 0.4165 Ha
SMILES string: O=C=O.O=NF

Last column: Mulliken charge in e.
CARTESIAN COORDINATES (ANGSTROEM)
O  -1.92378  0.41153  -1.04272  -0.356
C  -1.56959  0.17684  0.02527  0.725
O  -1.25312  -0.04798  1.09579  -0.357
O  2.53011  -0.34174  0.76970  -0.182
N  1.46394  -0.53981  0.50205  0.487
F  1.14604  -0.15427  -0.95348  -0.317



#x
Computed, not measured: a cluster of 2 separate species, CFNO3 in total, with ωB97M-V/def2-TZVPD.

Total charge: 0
LUMO energy: -0.84 eV
Gap between HOMO and LUMO: 0.4227 Ha
SMILES string: O=C=O.O=NF

Last column: Mulliken charge in e.
CARTESIAN COORDINATES (ANGSTROEM)
O  0.39144  0.82261  1.79272  -0.299
C  0.09279  -0.22193  2.10023  0.699
O  -0.06609  -1.34446  2.43649  -0.403
O  -0.80593  0.53967  -2.84105  -0.202
N  -0.43739  -0.13708  -1.99408  0.406
F  0.82517  0.34119  -1.49432  -0.201



Best to worst by energy: #w, #x.